Entry 1:
DFT (ωB97M-V/def2-TZVPD) results for a molecular structure, C23H27BClI2N10O2W.

```
67
Properties=species:S:1:pos:R:3:forces:R:3
W -0.42270 -0.84967 -1.01464 0.1 -0.6 4.6
C 3.32949 -0.27529 -0.79344 -0.1 0.1 0.1
C 2.43102 0.06086 0.35618 0.0 -0.1 -0.1
C 2.86123 0.61774 1.55125 0.1 0.1 0.1
C 1.74634 0.67496 2.36075 0.1 0.1 0.2
N 0.70757 0.18567 1.68946 -0.1 0.0 0.1
N 1.10794 -0.19084 0.44886 -0.3 -0.1 -0.6
B -0.73916 -0.04760 2.18762 0.0 -0.1 0.1
N -1.64581 0.88571 1.34414 0.2 0.1 -0.1
C -2.40912 1.93314 1.63371 -0.1 0.1 0.1
C -2.97642 2.41962 0.47139 -0.1 0.1 0.1
C -2.49280 1.61043 -0.53724 0.0 0.0 -0.1
C -2.82388 1.73981 -1.98729 0.0 0.0 0.1
N -1.65761 0.68770 -0.00322 0.1 -0.5 -0.5
N -1.09064 -1.51599 1.82201 0.2 0.1 0.0
C -1.65488 -2.40313 2.63191 -0.2 -0.2 0.2
C -1.45536 -3.66854 2.11432 -0.1 -0.1 0.1
C -0.73410 -3.48975 0.94708 0.1 -0.1 0.0
C -0.25504 -4.57255 0.04013 0.0 0.1 0.0
N -0.49898 -2.16700 0.78056 -0.2 0.2 -0.7
N -0.83622 0.10191 3.67683 0.0 0.2 -0.1
C -1.76881 0.61547 4.53504 0.1 -0.2 -0.1
C -1.41691 0.24907 5.80062 -0.1 0.1 0.1
C -0.24190 -0.52114 5.64758 0.2 -0.2 0.2
C 0.55978 -1.19489 6.71989 -0.1 0.0 -0.1
N 0.09787 -0.61770 4.37853 -0.1 0.2 -0.1
H 3.88090 -1.18968 -0.57336 0.0 0.0 0.0
H 4.06756 0.51785 -0.91781 0.0 0.0 0.0
H 2.80655 -0.42154 -1.73064 0.0 0.0 0.0
H 3.86853 0.91020 1.79761 -0.1 0.0 0.0
H 1.63023 1.01610 3.37518 0.0 -0.1 0.0
H -2.49818 2.30320 2.63691 0.0 0.0 0.1
H -3.66488 3.24256 0.37008 0.1 0.0 0.0
H -3.66171 2.42515 -2.09579 0.0 0.0 0.0
H -3.11356 0.78766 -2.42651 0.0 0.0 0.0
H -1.99202 2.17132 -2.54995 0.0 0.0 0.0
H -2.13946 -2.08781 3.54436 0.1 0.0 0.0
H -1.77874 -4.60783 2.53114 0.0 0.1 0.0
H 0.83339 -4.63311 0.05033 0.0 0.0 0.0
H -0.58466 -4.42154 -0.98662 0.0 0.0 0.0
H -0.65200 -5.52449 0.38378 0.0 0.0 0.0
H -2.63369 1.16394 4.21099 0.0 0.0 0.0
H -1.91934 0.50433 6.72044 0.0 0.0 -0.1
H 0.25982 -0.84153 7.70369 0.0 0.0 0.0
H 1.62480 -1.01053 6.58853 0.0 0.0 0.0
H 0.41150 -2.27463 6.69164 0.0 0.0 0.0
I -2.81876 -2.21021 -1.21481 0.3 0.2 -0.2
C -0.59542 -2.73423 -4.77686 0.0 -0.2 -0.1
I 0.91010 -1.49466 -5.38437 -0.2 0.0 -0.1
H -1.58645 -2.29689 -4.72702 0.1 0.1 0.1
H -0.42483 -3.78943 -4.96216 0.0 0.1 -0.1
O -1.05466 -0.47142 -2.80441 -1.3 -0.2 -1.9
N -0.53213 0.35517 -3.61880 0.7 0.3 -0.4
N 0.38686 1.01621 -3.00963 0.0 0.3 -0.9
O 0.61681 0.70667 -1.77815 0.3 0.3 0.3
C 1.11804 2.05138 -3.64323 0.2 0.3 -0.1
C 0.59409 2.65756 -4.78875 -0.1 -0.2 0.1
C 1.34793 3.62947 -5.41192 0.1 0.1 0.0
C 2.59725 3.98417 -4.90047 0.0 0.0 0.0
C 3.08771 3.38528 -3.74552 0.0 0.1 -0.1
C 2.34680 2.41582 -3.09852 -0.1 -0.1 0.1
H -0.38765 2.38586 -5.15547 0.0 0.0 0.0
H 0.95722 4.13026 -6.28762 0.0 0.0 0.0
H 3.18706 4.74032 -5.40412 -0.1 0.0 0.0
H 4.05318 3.67361 -3.35193 0.0 0.0 0.0
H 2.70259 1.94401 -2.19367 0.0 0.0 0.0
Cl 1.02832 -2.37663 -1.86858 0.2 -0.4 -0.3
```
Forces are in eV/Å.

Its total charge is +2. The value obtained for the largest force on an atom is 4.66 eV/A. The HOMO-LUMO gap (alpha / beta) comes out at 5.84 / 2.56 eV. The expectation value of S² is 3.7933. The spin multiplicity is 4. The value obtained for the LUMO energy (alpha / beta) is -7.635 / -10.911 eV.

---

Entry 2:
DFT (ωB97M-V/def2-TZVPD) results for a molecular structure, C23H27BN9O3S2Tl.

```
66
Properties=species:S:1:pos:R:3:forces:R:3
Tl 0.88437 -0.33053 0.25935 0.1 0.1 -0.1
C 0.38362 3.73159 2.00183 0.0 0.0 0.0
C -0.09863 2.49807 1.56885 0.0 0.0 0.0
N 0.92030 1.68424 1.31418 -0.1 0.0 -0.1
N 2.06091 2.35482 1.55713 0.1 0.0 0.0
C 1.75955 3.59092 1.97612 0.0 0.0 0.0
B 3.47319 1.71375 1.39678 0.0 0.0 -0.1
N 3.53293 0.42401 2.22122 0.0 0.0 0.1
C 4.32789 0.11779 3.26096 0.0 0.0 -0.1
C 4.00204 -1.15039 3.69449 0.0 0.0 0.0
C 2.96389 -1.54920 2.84500 0.1 0.0 0.0
N 2.69645 -0.59735 1.96379 -0.1 0.0 0.0
N 3.74110 1.37618 -0.08066 0.0 0.1 0.0
C 4.72043 1.84464 -0.87096 0.0 0.0 0.0
C 4.63367 1.21113 -2.09389 0.0 0.0 0.0
C 3.54034 0.35108 -1.96018 0.0 0.0 0.0
N 3.01631 0.45525 -0.74589 0.0 0.0 0.1
H -0.18258 4.59787 2.29197 0.0 0.0 0.0
H -1.11055 2.15786 1.41493 0.0 0.0 0.0
H 2.54620 4.27943 2.23219 0.0 0.0 0.0
H 4.29034 2.50089 1.78556 0.0 0.0 0.0
H 5.06301 0.82369 3.60773 0.0 0.0 0.0
H 4.44698 -1.70356 4.50208 0.0 0.0 0.0
H 2.39837 -2.46633 2.83630 0.0 0.0 0.0
H 5.41034 2.58258 -0.49883 0.0 0.0 0.0
H 5.27014 1.34483 -2.95020 0.0 0.0 0.0
H 3.10900 -0.32745 -2.67907 0.0 0.0 0.0
C -6.27153 -0.32366 -0.84030 0.0 0.0 0.0
O -6.12934 -0.65071 0.52967 0.0 0.0 0.0
C -4.87475 -0.79028 1.01663 0.0 0.0 0.0
C -4.79894 -1.10970 2.38793 0.0 0.0 0.0
C -3.56903 -1.25817 2.95496 0.0 0.0 0.0
C -2.36372 -1.10398 2.23045 0.0 0.0 -0.1
C -1.10001 -1.28015 2.90294 0.0 0.0 0.0
C -1.07575 -1.72230 4.35032 0.0 0.0 0.0
O 0.00359 -1.08269 2.37769 0.0 -0.2 0.0
C -2.44263 -0.79269 0.84046 -0.1 0.0 0.0
O -1.42398 -0.65037 0.05479 0.0 0.0 0.2
C -3.73322 -0.63740 0.26627 0.0 0.0 0.0
H -7.34010 -0.25496 -1.02327 0.0 0.0 0.0
H -5.84161 -1.10052 -1.47751 0.0 0.0 0.0
H -5.79904 0.63441 -1.06861 0.0 0.0 0.0
H -5.71176 -1.22494 2.95399 0.0 0.0 0.0
H -3.51866 -1.49820 4.00788 0.0 0.0 0.0
H -1.55038 -0.97692 4.98991 0.0 0.0 0.0
H -0.03791 -1.83819 4.65137 0.0 0.0 0.0
H -1.60753 -2.66452 4.48503 0.0 0.0 0.0
H -3.77228 -0.37705 -0.78115 0.0 0.0 0.0
C 0.60790 1.09646 -4.97855 0.1 0.0 0.0
N -0.22934 0.18761 -4.24217 -0.1 0.0 -0.1
C -1.01294 -0.84816 -4.90348 0.0 0.0 0.0
C -1.62524 -1.61733 -3.72204 0.1 0.0 0.0
N -1.41397 -0.68812 -2.61924 0.2 0.0 -0.2
C -0.51353 0.24417 -2.94222 -0.1 0.0 0.1
S 0.15704 1.35487 -1.83547 0.0 -0.2 0.0
H 0.01119 1.78164 -5.58690 0.0 0.0 0.0
H 1.26858 0.52499 -5.63196 0.0 0.0 0.0
H 1.20592 1.67035 -4.27437 0.0 0.0 0.0
H -0.36746 -1.47535 -5.51739 0.0 0.0 0.0
H -1.77756 -0.38685 -5.53704 0.0 0.0 0.0
H -1.08961 -2.55068 -3.54435 0.0 0.0 0.0
H -2.68400 -1.82409 -3.86737 0.0 0.0 0.0
H -1.54128 -0.88903 -1.62036 -0.2 0.0 0.1
S 1.23113 -2.72703 -0.47145 -0.1 0.1 0.0
C 1.39937 -2.41415 -2.11407 0.1 -0.1 0.0
N 1.53276 -2.25216 -3.25180 -0.1 0.1 -0.1
```
Forces are in eV/Å.

Its total charge is 0. The value obtained for the largest force on an atom is 0.25 eV/A. The HOMO-LUMO gap comes out at 7.79 eV. The value obtained for the LUMO energy is -0.139 eV.

---

Entry 3:
DFT (ωB97M-V/def2-TZVPD) results for a molecular structure, C23H27BrN4O11P2S5Ti.

```
74
Properties=species:S:1:pos:R:3:forces:R:3
Ti 0.12577 0.19290 0.92441 0.0 0.4 0.5
O 2.58969 -3.89352 -1.49581 0.0 0.0 0.0
C 3.58950 -2.98721 -1.30096 0.0 0.0 0.0
C 4.86247 -3.29569 -1.76188 0.0 0.0 0.0
C 5.90119 -2.39616 -1.56928 0.0 0.0 0.0
C 5.67693 -1.18501 -0.93068 0.0 0.0 0.0
C 4.40354 -0.88133 -0.46740 0.0 0.0 0.0
C 3.36005 -1.77736 -0.63744 0.0 0.0 0.0
C 2.00360 -1.51863 -0.03715 -0.1 -0.1 -0.1
O 1.85552 -0.24647 0.50120 0.2 -0.1 0.0
N 0.93768 -1.73432 -1.02187 0.0 0.1 -0.1
N -0.21426 -1.11413 -0.44149 -0.3 -0.1 -0.1
C -1.40949 -1.69187 -0.87210 0.3 -0.2 0.0
C -2.55054 -1.14436 -1.21661 -0.1 -0.7 0.5
Br -1.69066 1.39052 -2.86573 0.0 0.3 -0.3
C -3.85677 -1.03337 -1.24825 -0.2 0.4 -0.1
C -4.69334 -0.79629 -2.43847 0.2 -0.1 0.2
C -4.15730 -0.83819 -3.72603 0.0 0.0 0.0
C -4.96888 -0.62362 -4.82624 0.0 0.0 0.0
C -6.32694 -0.37031 -4.66448 0.0 0.0 -0.1
C -6.86894 -0.33044 -3.38905 0.0 0.0 0.0
C -6.05306 -0.54132 -2.28518 -0.1 0.0 0.0
H 1.73462 -3.42554 -1.36954 0.0 0.0 0.0
H 5.01713 -4.23975 -2.26907 0.0 0.0 0.0
H 6.89328 -2.64506 -1.92772 0.0 0.0 0.0
H 6.48677 -0.48247 -0.78453 0.0 0.0 0.0
H 4.19452 0.05361 0.03757 0.0 0.0 0.0
H 1.82816 -2.25408 0.75743 0.0 0.0 0.0
H 1.15937 -1.18670 -1.85733 0.0 0.0 0.0
H -1.39446 -2.78379 -0.88768 0.1 0.0 -0.2
H -4.38203 -1.04420 -0.29245 0.0 0.0 0.0
H -3.09636 -1.01155 -3.84431 0.0 0.0 0.0
H -4.53595 -0.64355 -5.81891 0.0 0.0 0.0
H -6.95662 -0.19911 -5.52980 0.0 0.0 0.0
H -7.92473 -0.12941 -3.25020 0.0 0.0 0.0
H -6.47327 -0.50356 -1.28584 0.0 0.0 0.0
C -0.24648 5.23799 0.69278 0.1 0.1 0.0
C 0.80009 4.15232 0.91992 -0.1 0.0 0.0
O 2.08198 4.74306 1.09958 0.0 -0.1 0.0
P 0.38489 3.17909 2.44383 0.0 -0.1 0.0
O 1.20384 3.86019 3.62672 -0.1 0.0 0.0
O -1.08490 3.51354 2.84681 0.0 0.0 0.0
O 0.70557 1.71364 2.38865 0.0 0.1 -0.1
P 0.92340 2.98048 -0.51803 0.0 0.0 -0.1
O 0.19424 3.65461 -1.74020 -0.1 0.0 0.1
O 2.37743 2.77469 -0.71114 0.0 0.0 0.1
O 0.00654 1.80989 -0.11100 0.1 0.2 -0.1
H -0.31082 5.89747 1.56013 0.0 0.0 0.0
H -1.22982 4.80759 0.50356 0.0 0.0 0.0
H 0.04681 5.81646 -0.18206 0.0 0.0 0.0
H 2.67856 4.18770 0.55851 0.0 0.0 0.0
H 1.97753 3.32611 3.84582 0.0 0.0 0.0
H -1.83634 2.98886 2.40508 0.0 0.0 0.0
H -0.47158 3.01691 -2.15089 0.0 0.0 -0.1
N -3.00954 2.37102 0.29403 -0.1 0.0 0.0
N -3.04413 2.06360 1.68645 0.1 0.0 0.0
C -2.65947 0.76277 2.15732 0.0 0.1 -0.1
O -3.15620 0.34203 3.17969 0.0 0.0 0.0
O -1.75448 0.21848 1.42102 0.0 -0.2 0.1
H -3.39344 1.59719 -0.24602 0.0 0.0 0.0
H -2.03751 2.39925 -0.00321 0.0 0.0 0.0
H -3.93731 2.31884 2.08499 0.0 0.0 0.0
C 1.40759 -4.61132 1.97050 0.0 0.0 0.0
S 1.87287 -4.31400 3.69227 0.0 0.0 0.0
C 2.60181 -2.71803 3.60054 0.0 0.0 0.0
C 1.97246 -1.55099 3.31510 -0.1 0.0 0.0
S 0.28477 -1.35154 2.96098 0.0 0.0 0.0
S 3.01897 -0.14414 3.41311 0.0 0.0 0.0
C 4.46814 -0.91711 3.91312 0.0 -0.1 0.0
S 5.88328 -0.11812 4.24443 0.0 0.0 0.0
S 4.29689 -2.62263 4.01358 0.0 0.0 0.0
H 1.01598 -5.62791 1.93425 0.0 0.0 0.0
H 2.27121 -4.53748 1.31216 0.0 0.0 0.0
H 0.63102 -3.90912 1.67052 0.0 0.0 0.0
```
Forces are in eV/Å.

Its total charge is -2. The value obtained for the largest force on an atom is 0.83 eV/A. The HOMO-LUMO gap comes out at 6.95 eV. The value obtained for the LUMO energy is 3.939 eV.

---

Entry 4:
DFT (ωB97M-V/def2-TZVPD) results for a molecular structure, C23H27CeOSi.

```
53
Properties=species:S:1:pos:R:3:forces:R:3
C 0.80234 -1.47169 1.59744 3.6 -2.6 0.2
C -0.76846 -1.64051 1.53348 -0.6 2.5 0.2
C -1.07302 -2.11568 0.18989 1.7 -0.7 -1.8
H -1.54279 -1.51854 2.28566 0.1 -1.2 0.3
C 0.14282 -2.45437 -0.52043 -0.7 -0.5 2.5
C 1.26319 -2.05649 0.29390 -0.9 -0.4 -1.6
H 2.31656 -2.11073 0.00816 -0.4 -0.4 0.3
H 1.53316 -1.47162 2.41026 0.0 -1.5 0.2
H -2.09190 -2.27216 -0.17176 0.5 -0.1 0.2
H 0.20039 -2.80924 -1.56259 0.0 0.1 0.7
C -1.18246 2.20254 0.00761 0.4 0.8 2.2
C -1.14779 1.76576 1.36053 0.5 -0.1 -3.2
C 0.27492 1.44466 1.66832 -1.0 -0.2 1.4
H -1.95367 1.27301 1.89875 0.1 0.5 0.0
C 1.10777 2.06414 0.61643 -1.3 1.3 -1.2
C 0.19639 2.51398 -0.42043 0.6 0.2 2.0
H 0.47770 2.84154 -1.43387 -0.1 0.1 0.7
H -2.08087 2.30131 -0.60997 0.6 0.0 0.3
H 0.73932 1.45942 2.85731 -0.5 0.0 -1.3
H 2.19456 2.10666 0.59857 -0.3 0.1 0.1
Ce 0.36410 0.05980 -0.63423 -0.7 -1.0 -3.1
O -1.02055 0.24054 -2.14241 0.0 0.6 2.2
C -1.20901 -0.83526 -3.11125 0.5 0.6 -0.5
C 0.02529 -1.00860 -3.91681 -0.3 -0.8 2.6
H -1.46988 -1.79099 -2.58961 -0.2 0.8 -0.3
H -2.05568 -0.34066 -3.63090 0.2 -1.3 -0.5
H 0.78313 -1.71869 -3.55021 -0.6 -0.3 -0.7
H 0.96062 -2.03834 -6.09286 -0.1 0.4 -0.1
C 0.75571 -0.96826 -6.21013 0.0 0.6 0.1
C 0.24014 -0.26633 -5.08410 0.4 0.8 -1.4
C -0.07488 1.13061 -5.21963 0.1 -1.0 -0.1
H -0.44477 1.68190 -4.34442 0.2 -0.3 -0.4
C 0.13425 1.75942 -6.43865 0.0 -0.2 -0.4
H -0.09119 2.82487 -6.53613 0.1 -0.3 0.0
C 0.62471 1.04385 -7.54674 0.0 0.1 0.1
H 0.77491 1.55048 -8.50501 -0.1 -0.2 0.4
C 0.92441 -0.32464 -7.42119 0.1 0.4 0.0
H 1.29980 -0.88812 -8.27562 -0.1 0.2 0.1
C -1.54693 0.89164 5.61398 0.0 -0.1 0.7
Si -0.00851 -0.01027 5.09355 0.2 1.3 -0.9
C 1.54012 0.88783 5.61665 0.1 0.0 0.6
C -0.00162 -1.78662 5.60673 0.0 -0.4 -0.1
C 0.03122 0.18431 3.27143 0.2 -1.2 -2.7
C 0.06443 -0.31844 1.86088 -1.9 3.2 2.1
H -1.55853 0.89918 6.71553 -0.4 0.2 -0.2
H -2.44188 0.37285 5.23548 0.3 0.2 0.2
H -1.54435 1.92673 5.23744 0.0 -0.4 0.2
H 1.55357 0.89537 6.71778 0.3 0.2 -0.2
H 2.43999 0.37221 5.24347 -0.3 0.2 0.2
H 1.54659 1.92661 5.24911 0.0 -0.3 0.2
H -0.89970 -2.30348 5.23519 0.3 0.0 0.2
H 0.89789 -2.30180 5.23586 -0.3 0.1 0.2
H -0.00160 -1.79971 6.70962 0.0 -0.1 -0.3
```
Forces are in eV/Å.

Its total charge is 0. The value obtained for the largest force on an atom is 4.48 eV/A. The HOMO-LUMO gap (alpha / beta) comes out at 3.53 / 3.08 eV. The expectation value of S² is 1.1553. The spin multiplicity is 2. The value obtained for the LUMO energy (alpha / beta) is -1.457 / -1.746 eV.